# C5H14F2I2NO2P2

An isolated ion of composition C5H14F2I2NO2P2 and charge -1 (ωB97M-V with the def2-TZVPD basis set, the OMol25 dataset).

Properties
HOMO level ... -3.62 eV
LUMO level ... 0.0937 Ha
Net charge ... -1
Orbital gap ... 6.17 eV
2S+1 ... 1

CARTESIAN COORDINATES (ANGSTROEM)
1 C -1.82 -0.56 3.27
2 C -1.04 -0.97 1.95
3 I 0.08 -2.76 2.54
4 C -0.08 0.19 1.50
5 I -0.81 2.20 2.08
6 P 0.57 0.05 -0.31
7 N 1.41 1.63 -0.10
8 F -0.15 -1.51 -0.52
9 C -0.94 0.90 -1.08
10 C -1.21 0.64 -2.60
11 F -2.17 0.53 -0.48
12 P 1.66 -0.18 -2.27
13 O 3.28 0.29 -1.98
14 O 1.68 -1.84 -2.69
15 H -2.19 -1.52 3.69
16 H -1.14 -0.14 4.02
17 H -2.71 0.04 3.06
18 H -1.82 -1.22 1.22
19 H 0.81 0.08 2.15
20 H 1.73 -0.67 0.27
21 H 2.24 1.53 0.46
22 H 1.64 2.05 -1.00
23 H -0.81 2.00 -1.02
24 H -2.28 0.93 -2.73
25 H -0.65 1.31 -3.26
26 H -1.16 -0.43 -2.87
27 H 3.61 -0.28 -1.27
28 H 2.27 -2.26 -2.05


# C23H42BBrN3O10S2

A 4-piece molecular cluster, C23H42BBrN3O10S2 overall (ωB97M-V with the def2-TZVPD basis set, the OMol25 dataset).

Properties
HOMO level ... -11.62 eV
LUMO level ... -0.1534 Ha
ΔE to the lowest compared entry with this formula, charge and spin ... 1.4059 eV
Net charge ... +1
Orbital gap ... 7.45 eV
2S+1 ... 1

CARTESIAN COORDINATES (ANGSTROEM)
1 C 2.33 -0.42 1.38
2 C 3.34 0.41 0.91
3 C 3.39 0.94 -0.51
4 N 2.04 0.96 -1.06
5 C 1.48 1.94 -1.69
6 N 2.21 3.08 -1.96
7 C 2.77 3.02 -3.35
8 C 3.85 1.97 -3.56
9 C 4.66 2.28 -4.84
10 S 6.45 2.50 -4.53
11 C 1.39 4.31 -1.86
12 C 2.17 5.53 -1.29
13 C 1.79 6.77 -2.06
14 Br 4.09 5.27 -1.19
15 N 0.14 1.79 -2.14
16 S -0.05 0.43 -3.23
17 B -0.94 1.79 -1.07
18 C -0.95 0.81 0.15
19 O -1.94 2.71 -1.20
20 H 1.65 -0.02 2.13
21 H 2.26 -1.45 1.05
22 H 4.18 0.68 1.55
23 H 3.96 0.23 -1.12
24 H 3.87 1.91 -0.52
25 H 1.49 0.12 -0.91
26 H 1.97 2.87 -4.08
27 H 3.22 3.99 -3.53
28 H 3.38 1.00 -3.71
29 H 4.54 1.93 -2.72
30 H 4.58 1.45 -5.53
31 H 4.34 3.21 -5.31
32 H 6.56 2.06 -3.27
33 H 0.50 4.18 -1.26
34 H 1.07 4.58 -2.86
35 H 1.83 5.67 -0.27
36 H 2.19 7.68 -1.61
37 H 2.04 6.71 -3.12
38 H 0.70 6.86 -2.01
39 H 1.03 0.60 -4.00
40 H -0.13 1.08 0.83
41 H -1.86 0.88 0.73
42 H -0.77 -0.22 -0.17
43 H -1.62 3.60 -1.04
44 C 4.25 -3.69 4.63
45 C 2.92 -4.24 4.18
46 C 2.95 -4.98 2.86
47 O 1.61 -4.77 2.38
48 C 1.19 -3.59 2.87
49 O 0.24 -2.99 2.48
50 O 1.99 -3.17 3.87
51 H 4.95 -4.50 4.82
52 H 4.67 -3.02 3.87
53 H 4.14 -3.11 5.54
54 H 2.48 -4.85 4.96
55 H 3.16 -6.04 2.96
56 H 3.65 -4.54 2.14
57 C -3.03 -3.42 2.51
58 C -3.13 -4.83 3.02
59 C -3.35 -5.88 1.96
60 O -4.05 -6.90 2.69
61 C -4.75 -6.28 3.67
62 O -5.63 -6.77 4.29
63 O -4.31 -5.00 3.83
64 H -2.15 -3.31 1.87
65 H -3.92 -3.14 1.94
66 H -2.94 -2.72 3.34
67 H -2.27 -5.07 3.64
68 H -2.43 -6.28 1.55
69 H -3.99 -5.53 1.15
70 C -4.68 1.52 -0.47
71 C -6.09 1.41 -0.99
72 C -7.15 1.17 0.05
73 O -8.15 0.46 -0.69
74 C -7.50 -0.23 -1.67
75 O -7.97 -1.11 -2.30
76 O -6.23 0.23 -1.81
77 H -4.58 2.39 0.18
78 H -4.41 0.63 0.09
79 H -3.98 1.62 -1.29
80 H -6.34 2.27 -1.61
81 H -7.57 2.08 0.47
82 H -6.80 0.52 0.87


# C3H9N

A 2-piece molecular cluster, C3H9N overall (ωB97M-V with the def2-TZVPD basis set, the OMol25 dataset).

Properties
HOMO level (alpha / beta) ... 1.12 / -2.91 eV
LUMO level (alpha / beta) ... 0.1099 / 0.1098 Ha
ΔE to the lowest compared entry with this formula, charge and spin ... 0.8445 eV
Net charge ... -1
Orbital gap (alpha / beta) ... 1.87 / 5.90 eV
2S+1 ... 2

CARTESIAN COORDINATES (ANGSTROEM)
1 C 1.60 -3.46 0.43
2 C 0.53 -2.46 0.83
3 H 1.83 -4.15 1.23
4 H 2.54 -2.97 0.17
5 H 1.30 -4.02 -0.46
6 H -0.46 -2.91 0.80
7 H 0.68 -2.08 1.83
8 H 0.55 -1.58 0.18
9 C -2.02 4.43 -0.94
10 N -0.83 5.01 -0.59
11 H -2.11 3.33 -0.92
12 H -2.77 4.88 -1.61
13 H -0.82 5.97 -0.95


no.,total energy (Ha)
1,-1882.02187
2,-5213.19822
3,-174.35761